[1]
DFT (wB97M-V/def2-TZVPD) results for C20H26FN5O3 in the gas phase.

Last column: Löwdin charge in e.
Element x y z (Å)
C1 3.173 -1.214 -0.620  -0.055
C2 1.812 -0.533 -0.589  -0.281
C3 1.622 0.176 0.746  -0.097
N1 0.384 0.948 0.739  -0.005
C4 0.440 2.298 0.850  -0.416
O1 1.474 2.918 1.039  0.069
C5 -0.850 3.044 0.665  -0.187
N2 -1.470 3.603 1.686  0.122
N3 -2.532 4.211 1.141  -0.010
C6 -2.609 4.051 -0.195  -0.027
C7 -1.523 3.287 -0.559  -0.136
C8 -1.153 2.775 -1.883  -0.179
C9 -2.112 2.314 -2.779  -0.022
C10 -1.703 1.775 -3.989  -0.148
N4 -0.428 1.662 -4.355  0.060
C11 0.485 2.118 -3.499  -0.144
C12 0.182 2.680 -2.269  -0.012
C13 -0.827 0.174 0.518  -0.109
C14 -0.705 -0.702 -0.731  -0.075
C15 0.621 -1.452 -0.940  -0.218
N5 0.715 -2.840 -0.405  -0.035
C16 1.320 -3.743 -1.392  -0.044
C17 -0.236 -3.499 0.343  -0.419
O2 -0.611 -4.620 0.050  0.072
C18 -0.804 -2.911 1.623  -0.128
O3 0.122 -2.115 2.319  -0.156
C19 -0.356 -1.756 3.599  -0.198
C20 0.597 -0.784 4.236  -0.171
F1 1.812 -1.402 4.496  -0.037
H1 3.200 -2.064 0.063  0.089
H2 3.432 -1.562 -1.620  0.075
H3 3.945 -0.509 -0.310  0.084
H4 1.797 0.249 -1.359  0.139
H5 1.599 -0.556 1.553  0.116
H6 2.438 0.872 0.923  0.128
H7 -3.149 4.737 1.733  0.153
H8 -3.394 4.498 -0.781  0.129
H9 -3.165 2.344 -2.527  0.112
H10 -2.438 1.403 -4.695  0.105
H11 1.519 2.031 -3.814  0.108
H12 0.973 3.041 -1.624  0.119
H13 -1.020 -0.420 1.407  0.090
H14 -1.670 0.850 0.393  0.124
H15 -1.548 -1.395 -0.784  0.126
H16 -0.802 -0.039 -1.595  0.104
H17 0.670 -1.610 -2.021  0.144
H18 1.629 -4.665 -0.907  0.097
H19 0.614 -3.998 -2.187  0.101
H20 2.189 -3.260 -1.826  0.070
H21 -1.723 -2.349 1.398  0.128
H22 -1.098 -3.780 2.219  0.137
H23 -1.342 -1.271 3.524  0.132
H24 -0.466 -2.648 4.226  0.136
H25 0.786 0.070 3.582  0.116
H26 0.186 -0.430 5.184  0.125

Results
- charge = 0
- structure (SMILES) = C[C@@H]1CN(C(=O)c2n[nH]cc2-c2ccncc2)CC[C@@H]1N(C)C(=O)COCCF
- E_HOMO (eV) = -9.2
- E_LUMO (eV) = 0.47

=====

[2]
DFT (wB97M-V/def2-TZVPD) results for a molecular structure, C11H23AlN7O3 at a distorted geometry.

Last column: Löwdin charge in e.
Element x y z (Å)
N1 3.966 -2.715 -0.508  -0.026
C1 3.674 -1.894 -1.527  -0.302
C2 3.495 -0.352 -1.185  -0.301
Al1 1.606 0.399 -1.336  0.222
C3 0.086 -0.959 -1.376  -0.238
C4 0.169 -2.495 -1.187  -0.102
C5 -1.101 -3.425 -1.281  -0.105
C6 -2.542 -2.845 -1.526  -0.116
C7 -2.647 -1.278 -1.670  -0.116
C8 -1.372 -0.384 -1.618  -0.122
H1 4.028 -2.139 0.361  0.002
H2 3.588 -2.370 -2.560  0.096
H3 3.908 -0.067 -0.150  0.018
H4 4.152 0.229 -1.947  0.047
H5 1.364 1.320 -0.033  -0.093
H6 1.529 1.311 -2.656  -0.114
H7 1.175 -2.979 -0.974  0.055
H8 -1.002 -4.564 -1.171  0.064
H9 -3.463 -3.515 -1.562  0.059
H10 -3.687 -0.801 -1.815  0.057
H11 -1.489 0.749 -1.751  0.058
C9 -1.736 0.001 3.110  -0.709
O1 -1.925 0.379 4.261  -0.019
N2 -1.928 0.800 2.036  0.169
N3 -1.317 -1.253 2.811  0.157
H12 -1.777 0.506 1.085  0.079
H13 -2.238 1.741 2.213  0.103
H14 -1.162 -1.881 3.582  0.098
H15 -1.156 -1.581 1.873  0.091
C10 3.803 0.500 2.700  -0.676
O2 3.262 0.477 1.607  -0.018
N4 3.427 1.355 3.684  0.149
N5 4.828 -0.329 3.028  0.149
H16 3.857 1.390 4.589  0.086
H17 2.668 1.986 3.477  0.111
H18 5.136 -0.980 2.324  0.099
H19 5.285 -0.326 3.921  0.087
C11 -3.846 3.176 -2.127  -0.698
O3 -2.762 3.006 -1.596  0.033
N6 -4.447 2.223 -2.882  0.153
N7 -4.545 4.334 -2.010  0.140
H20 -5.338 2.342 -3.328  0.090
H21 -3.958 1.348 -2.992  0.092
H22 -4.131 5.066 -1.457  0.104
H23 -5.438 4.494 -2.439  0.087

Results
- charge = -1
- E_HOMO (eV) = -4.6
- E_LUMO (eV) = 2.45

=====

| no. | HOMO-LUMO gap (eV) |
| --- | --- |
| 1 | 9.63 |
| 2 | 7.01 |